264
Properties=species:S:1:pos:R:3:mulliken_charge:R:1 method="wB97M-V/def2-TZVPD" multiplicity=1 fmax_ev_per_a=4.75 e_homo_ev=-8.42 orbital_gap_ev=8.75
C 0.118 -24.653 -19.840 0.51
O -0.733 -24.880 -18.964 -0.77
N 1.204 -24.107 -19.459 0.91
N -0.045 -24.811 -21.167 -0.31
H 1.174 -23.733 -18.515 -0.53
H 1.939 -23.804 -20.086 -0.17
H 0.607 -24.360 -21.758 0.09
H -0.949 -24.765 -21.561 0.33
C -3.445 -28.192 -14.427 0.14
O -4.394 -27.834 -13.709 -0.68
N -3.629 -29.039 -15.529 -0.19
N -2.075 -27.873 -14.165 1.47
H -4.623 -29.186 -15.656 0.27
H -3.045 -29.782 -15.837 0.16
H -1.421 -28.144 -14.903 -0.62
H -1.932 -27.347 -13.362 -0.58
C 1.277 -21.512 -17.341 0.44
O 2.132 -20.798 -17.888 -0.66
N 1.624 -22.776 -16.813 0.03
N -0.037 -21.118 -17.214 -0.23
H 0.961 -23.256 -16.175 -0.19
H 2.609 -22.987 -16.938 -0.03
H -0.707 -21.809 -16.910 0.26
H -0.366 -20.223 -17.539 0.22
C 0.070 -28.677 -21.993 -1.21
C 0.068 -30.142 -21.804 2.36
C -1.026 -30.942 -22.539 -1.43
O 1.312 -30.671 -22.179 -0.68
H 0.838 -28.181 -21.381 -0.03
H -0.871 -28.218 -21.697 0.39
H 0.258 -28.360 -23.030 0.49
H -0.075 -30.284 -20.751 -1.08
H -2.054 -30.828 -22.185 0.32
H -0.706 -31.990 -22.459 0.27
H -1.094 -30.880 -23.642 0.34
H 1.631 -31.325 -21.488 0.23
C 3.414 -24.319 -8.869 -0.46
C 2.986 -22.972 -8.325 0.22
C 3.299 -21.800 -9.172 -1.35
O 1.543 -23.093 -8.320 -0.51
H 2.801 -25.069 -8.412 0.01
H 4.490 -24.563 -8.767 0.42
H 3.273 -24.213 -9.933 0.01
H 3.287 -22.809 -7.301 0.44
H 4.375 -21.710 -9.318 0.36
H 2.840 -20.957 -8.686 0.42
H 2.800 -21.910 -10.126 0.16
H 1.193 -23.383 -9.184 0.24
C 5.400 -24.947 -23.734 -1.71
C 3.886 -25.071 -23.848 0.89
C 3.274 -25.923 -22.897 -0.79
O 3.250 -23.776 -23.633 -0.53
H 5.799 -24.755 -22.777 0.37
H 5.667 -24.077 -24.336 0.54
H 5.857 -25.824 -24.211 0.43
H 3.617 -25.257 -24.903 0.24
H 3.469 -25.640 -21.849 -0.23
H 3.546 -27.006 -22.950 0.31
H 2.222 -25.794 -22.900 0.34
H 3.893 -23.078 -23.501 0.13
C -1.880 -22.750 -8.717 -0.79
C -1.575 -22.416 -10.195 0.43
C -1.185 -20.968 -10.411 -1.46
O -0.515 -23.146 -10.790 -0.05
H -2.520 -21.903 -8.393 0.45
H -0.947 -22.671 -8.146 0.13
H -2.364 -23.716 -8.665 -0.07
H -2.499 -22.701 -10.713 0.17
H -1.943 -20.300 -9.923 0.42
H -1.175 -20.691 -11.458 0.45
H -0.204 -20.802 -9.899 0.19
H -0.292 -22.700 -11.636 0.13
C 7.401 -26.917 -20.697 -1.32
C 8.285 -25.911 -19.993 2.30
C 9.806 -26.365 -20.191 -1.51
O 8.168 -24.568 -20.588 -0.64
H 7.673 -26.949 -21.740 0.58
H 6.354 -26.876 -20.516 -0.11
H 7.606 -27.884 -20.212 0.29
H 8.126 -25.914 -18.938 -1.09
H 9.956 -26.678 -21.221 0.43
H 10.015 -27.244 -19.581 0.31
H 10.444 -25.556 -19.814 0.30
H 8.435 -23.979 -19.863 0.37
C -2.227 -24.158 -14.459 -1.19
C -2.172 -24.556 -16.004 1.84
C -3.549 -24.932 -16.567 -1.42
O -1.445 -23.573 -16.779 -0.39
H -2.542 -25.082 -14.036 0.07
H -2.924 -23.286 -14.294 0.43
H -1.257 -23.735 -14.096 0.26
H -1.603 -25.520 -15.966 -0.83
H -4.061 -23.955 -16.654 0.45
H -4.050 -25.672 -15.870 0.23
H -3.423 -25.538 -17.483 0.28
H -1.305 -23.960 -17.650 0.33
C 0.740 -26.862 -7.710 -1.02
C 0.193 -26.039 -6.513 1.39
C -0.124 -26.892 -5.387 -1.70
O 1.126 -25.008 -6.115 -0.64
H 0.028 -27.606 -8.068 0.40
H 1.663 -27.335 -7.462 0.49
H 0.916 -26.267 -8.615 -0.10
H -0.736 -25.556 -6.827 -0.26
H -0.752 -27.730 -5.625 0.36
H -0.686 -26.313 -4.622 0.40
H 0.819 -27.302 -4.961 0.40
H 1.060 -24.443 -6.944 0.34
C 6.045 -23.278 -11.350 -0.94
C 6.603 -24.500 -12.175 0.07
C 5.413 -25.449 -12.489 -1.09
O 7.218 -24.188 -13.420 -0.29
H 5.788 -23.625 -10.367 0.19
H 5.091 -22.995 -11.848 0.18
H 6.768 -22.439 -11.351 0.41
H 7.350 -25.075 -11.600 0.31
H 5.788 -26.440 -12.817 0.14
H 4.870 -24.987 -13.341 0.19
H 4.807 -25.663 -11.638 0.61
H 8.058 -23.786 -13.240 0.24
C 5.052 -30.661 -13.425 -0.47
O 3.725 -31.082 -13.774 -0.64
C 3.022 -30.151 -14.528 1.29
C 1.614 -30.684 -14.897 -1.48
N 1.037 -30.154 -16.080 1.87
C -0.380 -30.525 -16.203 -0.78
C -0.876 -29.919 -17.504 -0.08
O -0.882 -28.480 -17.405 1.06
C -1.679 -27.926 -18.438 -0.15
H 5.623 -31.546 -13.109 0.30
H 5.058 -29.977 -12.559 0.23
H 5.463 -30.165 -14.303 0.05
H 3.640 -29.988 -15.410 -0.53
H 2.864 -29.208 -13.976 0.27
H 0.860 -30.563 -14.061 -0.20
H 1.748 -31.755 -14.997 0.58
H 1.217 -29.156 -16.095 -0.78
H -0.916 -30.160 -15.271 0.02
H -0.464 -31.616 -16.162 0.50
H -1.862 -30.295 -17.632 0.80
H -0.280 -30.234 -18.333 -0.95
H -1.355 -28.449 -19.374 -0.19
H -1.518 -26.846 -18.660 -0.42
H -2.736 -28.119 -18.230 0.35
C 1.746 -30.006 -11.058 -0.53
O 0.507 -29.508 -10.536 -0.45
C -0.606 -29.708 -11.389 0.63
C -1.734 -29.029 -10.742 -1.56
N -1.576 -27.617 -10.889 1.13
C -2.802 -26.872 -11.008 -0.09
C -3.709 -26.949 -9.765 -1.25
O -2.967 -26.482 -8.643 0.07
C -3.777 -25.934 -7.625 -0.95
H 2.484 -29.862 -10.327 0.48
H 2.027 -29.390 -11.926 -0.07
H 1.748 -31.049 -11.278 0.40
H -0.818 -30.788 -11.468 0.61
H -0.423 -29.224 -12.332 -0.52
H -1.910 -29.477 -9.772 0.37
H -2.564 -29.341 -11.359 0.47
H -1.147 -27.281 -10.044 -0.53
H -3.378 -27.290 -11.820 0.25
H -2.595 -25.841 -11.148 -0.01
H -4.160 -27.967 -9.596 0.26
H -4.513 -26.283 -9.989 0.64
H -3.138 -25.465 -6.864 0.23
H -4.417 -26.717 -7.130 0.22
H -4.460 -25.133 -8.037 0.39
C 5.989 -22.435 -16.403 -1.03
O 5.234 -23.157 -17.404 0.02
C 5.927 -23.369 -18.589 -0.18
C 4.835 -23.701 -19.690 1.52
N 3.909 -22.554 -19.947 0.52
C 4.348 -21.499 -20.820 0.10
C 3.432 -20.258 -20.862 -0.42
O 3.960 -19.510 -21.957 -0.41
C 3.284 -19.687 -23.204 -0.54
H 6.309 -23.169 -15.632 0.23
H 5.264 -21.726 -16.090 0.23
H 6.807 -21.924 -16.899 0.38
H 6.667 -24.181 -18.479 -0.19
H 6.408 -22.391 -18.823 0.60
H 4.321 -24.624 -19.424 -0.89
H 5.301 -23.985 -20.651 -0.93
H 3.611 -22.225 -19.048 -0.11
H 4.308 -21.795 -21.871 -0.39
H 5.398 -21.158 -20.654 0.13
H 3.542 -19.683 -19.949 0.29
H 2.337 -20.466 -20.966 0.26
H 2.380 -19.118 -23.096 0.32
H 3.145 -20.711 -23.489 0.16
H 3.820 -19.155 -23.998 0.24
C 3.237 -35.388 -23.000 -0.75
O 3.079 -34.717 -21.766 -0.27
C 1.724 -34.403 -21.473 -0.71
C 1.703 -33.717 -20.110 -0.60
N 2.529 -32.529 -20.032 0.11
C 2.632 -31.910 -18.767 1.86
C 3.130 -32.759 -17.657 -1.37
O 4.349 -33.310 -18.160 -0.34
C 4.923 -34.337 -17.404 -0.86
H 2.699 -34.728 -23.729 0.30
H 2.752 -36.388 -23.010 0.27
H 4.253 -35.465 -23.292 0.25
H 1.140 -35.358 -21.486 0.41
H 1.284 -33.743 -22.230 0.31
H 1.958 -34.464 -19.368 0.48
H 0.674 -33.372 -19.967 0.27
H 3.464 -32.733 -20.358 0.40
H 1.627 -31.510 -18.427 -0.54
H 3.269 -31.002 -18.839 -1.75
H 2.417 -33.555 -17.474 0.96
H 3.382 -32.123 -16.790 0.50
H 4.114 -35.059 -17.171 0.34
H 5.272 -34.011 -16.439 0.26
H 5.771 -34.780 -17.941 0.26
C 10.462 -23.625 -16.991 -0.96
O 9.662 -24.776 -17.227 0.07
C 9.797 -25.693 -16.150 -0.87
C 8.703 -26.771 -16.093 -0.82
N 7.383 -26.191 -16.193 0.88
C 6.290 -27.144 -15.836 -1.63
C 5.909 -28.121 -16.868 3.05
O 6.813 -29.138 -16.986 -0.67
C 6.480 -30.179 -17.905 -0.55
H 10.618 -23.009 -17.889 0.27
H 11.502 -23.919 -16.706 0.34
H 9.985 -23.033 -16.198 0.26
H 9.742 -25.219 -15.126 0.30
H 10.736 -26.232 -16.237 0.43
H 8.753 -27.320 -15.150 0.49
H 8.787 -27.513 -16.876 0.31
H 7.428 -25.447 -15.533 -0.34
H 5.514 -26.461 -15.571 0.14
H 6.539 -27.655 -14.871 0.19
H 5.853 -27.527 -17.873 -0.54
H 4.884 -28.550 -16.664 -0.68
H 7.362 -30.731 -18.040 0.50
H 6.187 -29.717 -18.831 -0.01
H 5.666 -30.816 -17.555 0.12
C 3.986 -28.770 -20.528 -0.43
O 3.830 -27.588 -19.679 0.56
C 2.986 -27.946 -18.601 0.52
C 2.913 -26.812 -17.631 -0.09
N 1.861 -27.189 -16.616 1.37
C 1.614 -25.975 -15.836 1.09
C 1.799 -26.271 -14.322 0.45
O 1.259 -25.287 -13.553 -0.49
C 1.487 -25.542 -12.167 0.82
H 3.021 -29.055 -21.057 -0.29
H 4.302 -29.609 -19.876 -0.18
H 4.761 -28.561 -21.264 0.53
H 3.395 -28.796 -18.025 -1.25
H 2.016 -28.257 -18.931 0.98
H 2.686 -25.873 -18.093 -0.08
H 3.916 -26.714 -17.200 -0.97
H 1.017 -27.397 -17.165 -0.98
H 0.567 -25.650 -15.892 -0.75
H 2.302 -25.170 -16.207 -0.51
H 2.847 -26.507 -14.047 -0.08
H 1.374 -27.229 -14.164 -0.18
H 0.985 -24.813 -11.558 -0.38
H 2.548 -25.390 -11.884 -0.25
H 1.137 -26.568 -11.833 -0.04